# 1
CHCeFLiO3 | ωB97M-V with the def2-TZVPD basis set

Cartesian coordinates (Å):
Li1 -3.2507 0.0977 0.8785
O1 -0.5968 -0.4754 0.0836
H1 -0.5770 -1.4210 -0.3262
O2 1.5771 -0.1111 0.0783
O3 -1.8914 -0.1969 -0.4349
C1 0.4724 0.3402 0.0370
F1 0.1400 1.5360 -0.1831
Ce1 4.1265 0.2306 -0.1333

The HOMO energy (spin up / spin down) is -25.792 / -25.892 eV. Its spin multiplicity is 2. The value obtained for the gap between HOMO and LUMO (spin up / spin down) is 3.09 / 3.78 eV. The charge is +4.

***

# 2
C7H13N2O | ωB97M-V with the def2-TZVPD basis set

Cartesian coordinates (Å):
C1 2.5969 -0.0011 -1.0241
C2 3.0193 -1.2199 -0.6486
C3 2.2653 0.7150 0.1932
C4 -1.9333 0.1069 1.3317
C5 -1.1910 0.4407 -0.8973
C6 -1.5173 -1.8155 -0.0149
C7 1.8277 1.9731 0.3663
N1 2.4042 -0.2229 1.2155
N2 -1.5898 -0.3983 0.2028
O1 2.9621 -1.3995 0.6854
H1 2.5658 0.4053 -2.0126
H2 3.3783 -2.0588 -1.2122
H3 -1.9539 1.1760 1.4656
H4 -2.2072 -0.5271 2.1587
H5 2.8334 0.0249 2.0967
H6 -0.2780 0.9920 -0.6372
H7 -1.0004 -0.1653 -1.7783
H8 -1.9683 1.1686 -1.1274
H9 -2.1800 -2.0996 -0.8347
H10 -0.4991 -2.0929 -0.2919
H11 -1.8024 -2.3661 0.8787
H12 1.6552 2.3765 1.3451
H13 1.7123 2.6293 -0.4746

The HOMO energy is -10.750 eV. As for the energy above the lowest of the compared OMol25 structures with the same formula, charge and spin: 102.5 kcal/mol. The value obtained for the gap between HOMO and LUMO is 6.01 eV. The charge is +1.

***

# 3
H12O6 | ωB97M-V with the def2-TZVPD basis set

Cartesian coordinates (Å):
O1 -2.0546 -1.8075 0.1078
H1 -1.7991 -2.2221 -0.8301
H2 -2.3950 -0.9539 -0.1004
O2 -2.4139 0.6772 -0.7510
H3 -1.8887 1.5512 -0.4636
H4 -3.3475 1.0374 -0.8056
O3 -0.7042 2.4048 0.7063
H5 0.2261 2.2626 0.4546
H6 -1.0185 1.8186 1.5345
O4 0.6814 -2.3995 0.4869
H7 0.9601 -2.5153 1.5002
H8 -0.3053 -1.8548 0.4807
O5 1.8026 1.8484 -0.0222
H9 2.1215 2.4213 -0.6975
H10 2.1492 0.8918 -0.2506
O6 2.4687 -0.6990 -0.5814
H11 2.0484 -1.3622 0.0351
H12 3.4688 -1.0990 -0.8036

The HOMO energy is -10.999 eV. Its structure (SMILES) is O.O.O.O.O.O. As for the energy above the lowest of the compared OMol25 structures with the same formula, charge and spin: 47.8 kcal/mol. The value obtained for the gap between HOMO and LUMO is 11.52 eV. The charge is 0.

***

# 4
C4H12N4O | ωB97M-V with the def2-TZVPD basis set

Cartesian coordinates (Å):
C1 0.7519 0.1152 -1.9217
C2 0.7790 0.7772 -0.5728
N1 2.0647 0.9610 -0.0061
C3 -0.3227 1.1108 0.1174
N2 -1.6409 0.8083 -0.2829
N3 -0.2084 1.7073 1.4052
H1 1.7468 -0.2517 -2.1748
H2 0.0716 -0.7316 -1.9435
H3 0.4415 0.8181 -2.6969
H4 2.0027 1.5621 0.8134
H5 2.7206 1.3449 -0.6783
H6 -2.1678 0.3118 0.4712
H7 -1.6815 0.3319 -1.1753
H8 -1.0711 2.2128 1.6032
H9 -0.0937 1.0136 2.1428
N4 -0.6522 -2.4826 0.3167
C4 -0.4769 -1.5627 1.2822
O1 -1.3836 -1.1026 1.9559
H10 -1.5872 -2.7343 0.0584
H11 0.1208 -2.8514 -0.2038
H12 0.5863 -1.3583 1.4893

The HOMO energy is -6.987 eV. Its structure (SMILES) is CC(N)=C(N)N.NC=O. As for the energy above the lowest of the compared OMol25 structures with the same formula, charge and spin: 14.1 kcal/mol. The value obtained for the gap between HOMO and LUMO is 7.77 eV. The charge is 0.

***

# 5
C9H11N2O2 | ωB97M-V with the def2-TZVPD basis set

Cartesian coordinates (Å):
C1 -1.0607 -1.0567 -1.5828
C2 -0.9751 -0.2952 -0.3567
C3 0.1258 -0.7356 -2.3004
C4 -1.9214 -0.2960 0.6999
C5 -1.0081 1.0543 4.7888
C6 -0.0708 0.5830 3.9660
C7 -0.3204 0.2655 2.5964
C8 0.5414 -1.0084 -3.6212
C9 2.0090 0.8092 -1.7925
N1 0.7620 0.1278 -1.4640
N2 0.1938 0.3688 -0.3321
O1 -3.0099 -0.7128 0.6990
O2 -1.4366 0.3549 2.0237
H1 -1.7840 -1.8485 -1.7584
H2 -0.6671 1.2876 5.7543
H3 -2.1080 1.2358 4.4921
H4 0.9828 0.6330 4.1289
H5 0.4684 -0.3455 2.2220
H6 0.3573 -2.0081 -4.0605
H7 0.0042 -0.4885 -4.3856
H8 1.5934 -0.9487 -3.9381
H9 2.6777 0.0522 -2.0131
H10 1.9810 1.5139 -2.7110
H11 2.6652 1.4582 -1.0545

The HOMO energy is -12.915 eV. As for the energy above the lowest of the compared OMol25 structures with the same formula, charge and spin: 75.7 kcal/mol. The value obtained for the gap between HOMO and LUMO is 7.35 eV. The charge is +1.

***

# 6
C14H19N2O5 | ωB97M-V with the def2-TZVPD basis set

Cartesian coordinates (Å):
C1 -1.4732 -3.0473 -1.5904
C2 -2.9953 -2.6198 -1.9116
C3 -3.4079 -1.1734 -1.3161
N1 -3.2667 -0.0604 -2.3193
O1 -3.4352 1.1786 -1.7157
C4 -2.2937 2.0312 -1.9920
O2 -2.2339 2.7739 -2.9909
C5 -1.0870 1.9354 -0.9378
C6 -0.3951 0.5417 -0.7439
C7 0.7519 0.4045 0.3087
N2 1.2323 1.5301 1.1164
C8 2.2969 1.3734 2.1465
C9 3.2600 0.1122 1.9319
O3 4.1032 0.1510 0.9939
O4 3.2718 -1.0571 2.7699
C10 2.6251 -2.1701 2.1329
C11 3.0600 -2.7788 0.6941
O5 1.6212 -2.7264 2.6689
C12 0.6215 2.8543 0.9492
C13 1.0825 4.1499 1.7937
C14 -0.5457 3.1141 -0.0813
H1 -1.0169 -2.4596 -0.7035
H2 -0.8313 -2.9372 -2.5431
H3 -1.4708 -4.1694 -1.3246
H4 -3.1793 -2.6981 -3.0436
H5 -3.6868 -3.3857 -1.3854
H6 -4.5242 -1.2640 -1.0249
H7 -2.8242 -0.9053 -0.3467
H8 -2.3457 -0.0895 -2.7881
H9 -0.7679 -0.3282 -1.3937
H10 1.1849 -0.6611 0.4178
H11 2.9873 2.2953 2.2481
H12 1.7962 1.2550 3.1822
H13 4.0705 -2.3647 0.3326
H14 3.1155 -3.9269 0.7130
H15 2.2671 -2.5018 -0.1057
H16 1.6917 4.8964 1.1569
H17 1.6359 3.8968 2.7587
H18 0.1024 4.6765 2.1195
H19 -0.9973 4.1547 -0.1766

The HOMO energy is -12.065 eV. Its structure (SMILES) is CCCNOC(=O)c1cc[n+](CC(=O)OC(C)=O)c(C)c1. As for the energy above the lowest of the compared OMol25 structures with the same formula, charge and spin: 157.6 kcal/mol. The value obtained for the gap between HOMO and LUMO is 6.71 eV. The charge is +1.